1.
A 3-piece molecular cluster, C19H25NO7S overall. Source: OMol25; level of theory: ωB97M-V/def2-TZVPD.

Each line ends with the natural charge from an NBO analysis.
Cartesian coordinates (Å):
C: -0.686 0.536 3.293  -0.648
C: -1.275 -0.336 2.018  -0.540
S: -0.131 -0.415 0.537  0.199
C: 1.547 -1.128 0.965  -0.579
C: 1.519 -2.435 1.953  -0.148
C: 2.531 -2.497 3.048  0.139
N: 3.610 -1.477 3.334  -0.795
C: 2.489 -3.816 4.075  0.504
O: 2.700 -3.669 5.388  -0.514
C: 2.120 -5.259 3.339  -0.276
C: 1.097 -5.194 2.224  -0.024
C: 0.735 -6.615 1.490  -0.528
C: -0.873 -6.887 1.270  0.387
O: -1.287 -7.005 -0.021  -0.527
C: 0.480 -3.715 1.836  0.516
O: -0.798 -3.643 1.450  -0.512
H: 0.321 0.077 3.740  0.217
H: -0.597 1.688 3.070  0.242
H: -1.487 0.395 4.167  0.205
H: -1.609 -1.371 2.450  0.234
H: -2.275 0.194 1.639  0.246
H: 2.161 -1.412 -0.019  0.252
H: 2.171 -0.263 1.483  0.238
H: 4.414 -2.042 3.741  0.385
H: 3.981 -1.195 2.377  0.378
H: 2.624 -6.281 3.642  0.255
H: 1.287 -6.633 0.438  0.267
H: 1.166 -7.500 2.163  0.244
H: -1.666 -7.019 2.126  0.181
O: 0.182 3.231 1.184  -0.573
C: -0.705 3.258 0.347  0.793
O: -1.504 2.195 0.036  -0.492
C: -2.351 2.549 -1.056  -0.068
C: -2.409 4.054 -1.042  -0.437
C: -1.047 4.433 -0.519  -0.528
H: -1.911 2.158 -1.980  0.173
H: -3.339 2.101 -0.916  0.200
H: -2.637 4.485 -2.021  0.246
H: -3.180 4.389 -0.337  0.208
H: -0.309 4.512 -1.322  0.233
H: -1.084 5.355 0.066  0.247
O: -2.597 4.727 -5.530  -0.557
C: -1.546 4.228 -5.161  0.787
O: -1.036 4.353 -3.901  -0.501
C: 0.252 3.739 -3.854  -0.075
C: 0.268 2.762 -4.999  -0.430
C: -0.610 3.437 -6.023  -0.531
H: 1.014 4.518 -3.961  0.184
H: 0.388 3.241 -2.890  0.197
H: 1.275 2.542 -5.364  0.227
H: -0.193 1.816 -4.687  0.213
H: -0.041 4.123 -6.657  0.241
H: -1.153 2.708 -6.629  0.249

Cartesian forces (eV/Å) of the 3 atoms listed first:
C -0.690 -0.415 0.723
C -0.538 0.532 1.997
S 0.023 -0.474 0.087

Its electronic energy is -1718.29195 Eh. The SMILES is CCSCC1=C(N)C(=O)C=C(CC=O)C1=O.O=C1CCCO1.O=C1CCCO1.

***

2.
One molecule with the formula C3H9N3O. Source: OMol25; level of theory: ωB97M-V/def2-TZVPD.

Each line ends with the natural charge from an NBO analysis.
Cartesian coordinates (Å):
C: 0.744 0.216 0.227  0.484
C: 1.423 0.866 -0.940  -0.670
N: -0.442 0.741 0.766  -0.690
C: -1.171 -0.575 0.399  0.567
N: -2.206 -0.236 -0.570  -0.880
N: 1.496 -0.483 1.110  -0.761
O: -1.277 -1.436 1.290  -0.722
H: -0.785 1.486 0.167  0.369
H: -0.191 -0.901 -0.445  0.029
H: -2.622 -1.110 -0.879  0.376
H: -2.934 0.262 -0.060  0.365
H: 0.962 -0.898 1.869  0.432
H: 2.228 -1.067 0.734  0.388
H: 0.711 1.022 -1.749  0.245
H: 1.803 1.840 -0.613  0.242
H: 2.261 0.273 -1.306  0.227

Cartesian forces (eV/Å) of the 3 atoms listed first:
C -0.252 -0.133 0.187
C -0.047 -0.052 -0.005
N -0.026 -0.207 -0.050

Its electronic energy is -359.13499 Eh. Its energy relative to the best compared isomer or geometry (same formula, charge and spin) is 68.7 kcal/mol.

***

3.
One molecule with the formula C9H9NO. Source: OMol25; level of theory: ωB97M-V/def2-TZVPD.

Each line ends with the natural charge from an NBO analysis.
Cartesian coordinates (Å):
N: -0.285 -0.381 2.098  -0.153
O: -1.115 0.489 2.924  -0.266
C: -1.419 1.554 2.153  0.187
C: 0.630 0.654 -1.328  -0.172
C: -0.112 1.836 -1.375  -0.239
C: 0.600 -0.217 -0.195  -0.037
C: -0.820 2.233 -0.197  -0.156
C: -0.115 0.187 0.940  0.160
C: -0.850 1.387 0.927  -0.216
C: 0.354 -2.648 -0.631  -0.594
C: 1.316 -1.511 -0.333  -0.424
H: -2.006 2.404 2.489  0.215
H: 1.125 0.352 -2.250  0.213
H: -0.148 2.408 -2.298  0.220
H: -1.306 3.192 -0.182  0.212
H: 0.872 -3.575 -0.866  0.210
H: -0.275 -2.358 -1.511  0.201
H: -0.326 -2.799 0.226  0.214
H: 1.850 -1.694 0.559  0.217
H: 2.030 -1.514 -1.148  0.207

Cartesian forces (eV/Å) of the 3 atoms listed first:
N -0.107 -1.227 2.348
O 0.795 0.313 -2.551
C 0.316 -0.800 0.287

Its electronic energy is -478.26461 Eh. Its energy relative to the best compared isomer or geometry (same formula, charge and spin) is 67.9 kcal/mol. The SMILES is CCc1cccc2conc12.

***

4.
One molecule with the formula C3H7NP2. Source: OMol25; level of theory: ωB97M-V/def2-TZVPD.

Each line ends with the natural charge from an NBO analysis.
Cartesian coordinates (Å):
C: -0.298 1.800 0.140  -0.342
C: 0.774 1.101 -0.585  -0.347
C: -0.404 -1.721 0.854  -1.023
N: 0.206 0.011 -1.261  -0.949
P: -2.022 0.729 0.392  0.194
P: -1.076 -0.865 -0.646  0.701
H: -0.183 2.848 0.595  0.219
H: 1.169 1.830 -1.346  0.224
H: 1.457 0.785 0.232  0.209
H: 0.613 -2.182 0.667  0.237
H: -0.883 -2.635 1.144  0.240
H: -0.155 -1.257 1.834  0.227
H: 0.803 -0.446 -2.020  0.410

Cartesian forces (eV/Å) of the 3 atoms listed first:
C -4.772 -0.658 1.834
C 0.056 1.572 0.188
C 2.558 -0.987 1.218

Its electronic energy is -855.86327 Eh. Its energy relative to the best compared isomer or geometry (same formula, charge and spin) is 33.4 kcal/mol. The SMILES is CP1#P=CCN1.

***

5.
C22H42CdNOPS4 as an isolated structure. Source: OMol25; level of theory: ωB97M-V/def2-TZVPD.

Each line ends with the Mulliken charge.
Cartesian coordinates (Å):
Cd: -1.656 0.038 2.070  0.977
S: -0.344 -0.775 4.733  -0.585
S: -0.708 -2.778 4.418  -0.199
S: -2.597 -2.881 3.643  -0.163
S: -2.410 -2.431 1.647  -0.570
O: 0.675 0.216 0.890  -0.850
P: 1.056 -0.477 -0.386  0.496
C: 2.290 -1.794 -0.023  0.202
C: 1.558 -2.713 1.012  -0.639
C: 2.524 -3.358 2.002  -1.109
C: 3.208 -2.285 2.867  -0.750
C: 3.479 -0.997 2.061  -0.465
C: 3.635 -1.325 0.572  -1.345
C: 1.663 0.830 -1.531  0.773
C: 2.965 1.483 -0.995  -0.742
C: 3.040 2.968 -1.353  -1.141
C: 1.975 3.759 -0.586  -0.864
C: 0.639 2.988 -0.537  -0.671
C: 0.544 1.924 -1.635  -1.142
C: -0.330 -1.451 -1.071  1.715
C: -0.006 -2.648 -1.984  -1.484
C: 0.147 -2.256 -3.456  -0.607
C: -1.126 -1.575 -3.957  -1.038
C: -1.410 -0.330 -3.116  -0.273
C: -1.547 -0.682 -1.633  -1.318
H: 2.496 -2.333 -0.953  0.583
H: 0.966 -3.479 0.510  0.355
H: 0.858 -2.115 1.603  0.211
H: 3.270 -3.959 1.468  0.317
H: 1.953 -4.035 2.639  0.477
H: 4.147 -2.683 3.265  0.343
H: 2.558 -2.048 3.713  0.202
H: 4.377 -0.499 2.437  0.652
H: 2.641 -0.307 2.180  0.095
H: 4.364 -2.136 0.458  0.536
H: 4.037 -0.477 0.027  0.370
H: 1.848 0.381 -2.513  0.815
H: 3.837 0.970 -1.401  0.389
H: 2.986 1.398 0.096  0.211
H: 2.891 3.089 -2.432  0.340
H: 4.038 3.350 -1.120  0.482
H: 1.842 4.739 -1.055  0.348
H: 2.327 3.931 0.435  0.339
H: -0.208 3.667 -0.636  0.624
H: 0.505 2.487 0.419  0.031
H: 0.596 2.394 -2.623  0.478
H: -0.438 1.480 -1.534  0.073
H: -0.684 -1.862 -0.118  -1.074
H: -0.845 -3.347 -1.889  0.496
H: 0.884 -3.180 -1.652  0.403
H: 0.364 -3.147 -4.054  0.390
H: 0.996 -1.571 -3.571  0.228
H: -1.964 -2.275 -3.870  0.374
H: -1.023 -1.305 -5.013  0.466
H: -2.330 0.154 -3.454  0.415
H: -0.592 0.376 -3.276  0.086
H: -2.406 -1.352 -1.517  0.641
H: -1.780 0.190 -1.011  0.310
C: -4.927 0.911 1.146  -1.529
C: -3.828 1.972 1.390  1.641
C: -3.954 2.409 2.865  -1.819
C: -4.212 3.209 0.535  -1.916
N: -2.506 1.568 0.976  -0.831
H: -5.931 1.262 1.439  0.432
H: -4.689 0.002 1.704  0.278
H: -4.941 0.653 0.081  0.265
H: -4.938 2.851 3.093  0.416
H: -3.175 3.145 3.082  0.389
H: -3.798 1.546 3.519  0.339
H: -5.233 3.561 0.752  0.405
H: -4.142 2.945 -0.525  0.351
H: -3.502 4.018 0.737  0.362

Cartesian forces (eV/Å) of the 3 atoms listed first:
Cd 0.113 0.095 0.170
S -0.054 0.242 -0.592
S 0.040 -0.092 0.184

Its electronic energy is -3095.36122 Eh. The net charge is -2.

***

6.
A 2-piece molecular cluster, C5H13N overall. Source: OMol25; level of theory: ωB97M-V/def2-TZVPD.

Each line ends with the natural charge from an NBO analysis.
Cartesian coordinates (Å):
C: 0.366 -1.486 1.213  -0.610
C: 1.545 -1.158 0.262  -0.398
C: 1.397 -2.018 -1.046  -0.611
H: -0.582 -1.094 0.919  0.219
H: 0.199 -2.545 1.419  0.206
H: 0.691 -1.029 2.272  0.195
H: 1.584 -0.150 -0.075  0.198
H: 2.514 -1.431 0.676  0.198
H: 2.339 -2.019 -1.670  0.202
H: 0.542 -1.802 -1.660  0.203
H: 1.288 -3.103 -0.816  0.197
C: -2.046 2.623 0.532  -0.473
C: -0.738 1.628 -1.111  -0.065
N: -1.649 1.385 -0.343  -0.404
H: -1.751 3.650 0.180  0.200
H: -3.101 2.411 0.455  0.226
H: -1.963 2.434 1.618  0.209
H: -0.539 1.292 -2.169  0.185
H: -0.096 2.411 -0.655  0.123

Cartesian forces (eV/Å) of the 3 atoms listed first:
C 2.245 1.206 2.793
C -1.117 -2.581 -1.429
C 1.641 -1.137 0.325

Its electronic energy is -252.95313 Eh. Its energy relative to the best compared isomer or geometry (same formula, charge and spin) is 69.0 kcal/mol. The SMILES is C=NC.CCC.